P | # H12O5S2

A 6-piece molecular cluster, H12O5S2 overall (ωB97M-V/def2-TZVPD, the Open Molecules 2025 dataset).

Values from the calculation:
Net charge: 0
SMILES: SS.O.O.O.O.O
Frontier orbital gap: 0.3502 Ha
HOMO energy: -9.2 eV
Molar mass: 156.2 g/mol

Geometry as XYZ:
```
19
Properties=species:S:1:pos:R:3:mulliken_charge:R:1
S -1.530 -2.173 2.405 -0.17
S -2.810 -1.192 3.692 -0.17
H -1.796 -1.399 1.351 0.17
H -1.941 -0.638 4.466 0.16
O 1.992 2.591 3.545 -0.65
H 2.111 1.951 2.815 0.33
H 1.353 3.140 2.920 0.33
O 1.758 0.350 0.327 -0.67
H 2.441 0.608 -0.365 0.33
H 2.142 -0.523 0.510 0.33
O 2.438 0.004 -2.740 -0.66
H 1.529 0.137 -2.442 0.34
H 2.278 -0.736 -3.411 0.32
O 0.802 2.828 -5.800 -0.66
H 0.500 3.726 -5.614 0.31
H 1.742 2.830 -5.524 0.33
O 0.326 -0.187 -5.390 -0.61
H 0.549 0.722 -5.681 0.35
H 0.014 -0.654 -6.112 0.30
```

Q | # H12O5S2

A 7-piece molecular cluster, H12O5S2 overall (ωB97M-V/def2-TZVPD, the Open Molecules 2025 dataset).

Values from the calculation:
Net charge: 0
Frontier orbital gap: 0.1361 Ha
HOMO energy: -9.8 eV
Molar mass: 156.2 g/mol

Geometry as XYZ:
```
19
Properties=species:S:1:pos:R:3:mulliken_charge:R:1
S 1.151 1.330 -1.949 -0.09
S -1.618 1.023 1.603 -0.39
H 1.729 2.339 -1.276 0.21
H -1.251 1.889 2.559 0.19
H 3.088 -0.271 -0.605 0.33
H 3.224 -0.496 0.905 0.32
O 3.694 -0.217 0.122 -0.60
H 0.059 -1.575 -0.546 0.50
H 0.554 -0.590 0.470 0.21
O 0.681 -1.508 0.209 -0.64
H -0.743 -0.187 -1.706 0.14
H -0.054 -1.011 -2.732 0.38
O -0.790 -1.060 -2.134 -0.65
H -0.964 -0.747 3.442 0.31
H -1.083 -1.472 2.294 0.30
O -0.589 -1.585 3.121 -0.56
H -2.186 1.343 -0.496 0.26
H -2.770 1.674 -1.861 0.27
O -2.131 1.121 -1.421 -0.48
```

R | # H12O5S2

A 6-piece molecular cluster, H12O5S2 overall (ωB97M-V/def2-TZVPD, the Open Molecules 2025 dataset).

Values from the calculation:
Net charge: 0
SMILES: SS.O.O.O.O.O
Frontier orbital gap: 0.3160 Ha
HOMO energy: -8.8 eV
Molar mass: 156.2 g/mol

Geometry as XYZ:
```
19
Properties=species:S:1:pos:R:3:mulliken_charge:R:1
S -3.076 -1.022 -0.111 -0.05
S -3.925 0.712 0.876 -0.14
H -2.001 -0.819 0.577 0.00
H -2.818 0.597 1.625 0.16
O 0.696 -2.693 -0.173 -0.66
H -0.171 -2.686 0.218 0.29
H 0.627 -1.964 -0.771 0.40
O 2.364 -0.621 0.284 -0.74
H 3.128 -0.680 -0.372 0.30
H 2.169 -1.654 0.318 0.38
O 0.046 -0.454 -1.912 -0.60
H -0.311 0.299 -1.474 0.30
H 0.810 -0.101 -2.397 0.30
O 1.025 1.445 1.478 -0.67
H 1.400 0.920 0.800 0.35
H 0.867 0.775 2.108 0.28
O -0.224 2.372 -0.719 -0.60
H 0.059 2.302 0.158 0.35
H -0.665 3.272 -0.516 0.35
```

Referenced to the most stable arrangement, the calculated values in kcal/mol are P 0.0; Q 118.1; R 2.5.

P | # C2H8N4O2Sn

C2H8N4O2Sn as an isolated structure (ωB97M-V/def2-TZVPD, the Open Molecules 2025 dataset).

Values from the calculation:
Net charge: +2
Frontier orbital gap: 0.2017 Ha
HOMO energy: -16.4 eV
Molar mass: 238.8 g/mol

Geometry as XYZ:
```
17
Properties=species:S:1:pos:R:3:mulliken_charge:R:1
Sn 1.309 0.577 0.624 1.71
C 1.917 -1.449 -2.874 0.62
O 1.703 -0.713 -1.897 -0.58
N 1.784 -2.791 -2.770 -0.39
N 2.290 -1.083 -4.129 -0.36
H 1.735 -3.122 -1.822 0.19
H 1.607 -3.382 -3.561 0.22
H 2.311 -1.782 -4.847 0.21
H 2.460 -0.100 -4.265 0.23
C -1.799 1.683 2.840 0.64
O -0.931 1.522 1.945 -0.63
N -1.504 2.124 4.080 -0.38
N -3.072 1.318 2.637 -0.37
H -2.304 2.359 4.644 0.21
H -0.602 2.551 4.202 0.24
H -3.257 0.919 1.733 0.23
H -3.646 1.369 3.460 0.21
```

Q | # C2H8N4O2Sn

C2H8N4O2Sn as an isolated structure (ωB97M-V/def2-TZVPD, the Open Molecules 2025 dataset).

Values from the calculation:
Net charge: +2
Frontier orbital gap: 0.2061 Ha
HOMO energy: -16.8 eV
Molar mass: 238.8 g/mol

Geometry as XYZ:
```
17
Properties=species:S:1:pos:R:3:mulliken_charge:R:1
Sn 0.691 -0.068 2.016 1.63
C -2.453 1.938 1.010 0.77
O -1.278 1.776 0.804 -0.68
N -2.948 3.119 1.245 -0.38
N -3.351 1.026 0.854 -0.35
H -2.376 3.916 1.484 0.24
H -3.949 3.199 1.356 0.18
H -3.024 0.128 0.528 0.21
H -4.312 1.181 1.121 0.20
C 2.531 -2.090 -0.885 0.69
O 1.703 -1.965 0.000 -0.61
N 3.698 -1.544 -0.858 -0.38
N 2.356 -2.715 -2.024 -0.36
H 3.941 -1.015 -0.032 0.17
H 4.251 -1.352 -1.681 0.21
H 1.420 -3.014 -2.257 0.25
H 3.098 -2.520 -2.681 0.21
```

Referenced to the most stable arrangement, the calculated values in kcal/mol are P 0.0; Q 24.4.